[1]
Entry from OMol25: a molecular structure, C37H51N4OOsP2 (ωB97M-V/def2-TZVPD).

Geometry as XYZ:
```
96
Properties=species:S:1:pos:R:3:lowdin_spin:R:1
Os -0.27437 0.05666 -0.11769 1.794
P 0.81766 2.03136 0.82478 0.126
P -0.25089 -2.08966 -1.21636 0.089
O -3.04333 0.82939 -0.95536 0.061
N -0.02882 1.25145 -1.72137 0.427
N -3.45428 -3.00853 6.12386 0.008
N 1.96384 -0.34550 -0.54042 0.067
N -1.28107 -0.65938 1.74200 0.139
C 0.21088 3.81578 -5.06901 0.036
C -0.33427 -1.94310 -3.13713 0.013
C -1.03518 -1.50651 3.98870 0.002
C 2.91401 0.77762 2.28578 0.004
C 4.04241 0.64799 -1.18025 0.009
C -0.90237 -3.90437 0.85139 0.002
C 2.45116 -1.56200 -0.85394 0.018
C 2.72031 0.74743 -0.77205 0.004
C 1.97854 2.05454 -0.68739 0.017
C -1.19376 -3.64095 -0.63680 0.026
C -0.01636 4.47275 2.09854 0.001
C 1.47550 -2.71289 -0.90239 0.020
C -1.75655 -1.47571 -3.48527 0.000
C 3.79274 -1.72853 -1.19118 0.005
C -2.37573 -1.88119 4.02796 0.012
C -2.70698 -3.38548 -0.82198 0.001
C -2.58575 -1.02466 1.78861 0.017
C -2.00503 0.45901 -0.54025 0.045
C -1.35964 3.71484 0.17083 0.002
C 1.20423 2.78256 -3.11784 0.235
C -0.51436 -0.93036 2.82785 0.039
C -0.78822 -4.93063 -1.38596 0.008
C -0.02570 -3.24353 -3.89784 0.004
C 2.48170 3.20713 -3.51720 0.044
C 0.07355 3.81792 0.71299 0.011
C 0.68715 -0.90419 -3.65270 0.003
C 2.03423 2.03938 2.27776 0.040
C 2.97726 3.27043 2.18838 0.011
C 1.19916 2.03470 3.58162 0.006
C 4.58937 -0.61407 -1.38762 0.009
C 0.07683 3.03717 -3.92228 0.108
C -2.96853 -2.50606 5.18575 0.001
C 1.48147 4.28137 -5.44500 0.278
C 2.61500 3.95762 -4.68341 0.105
C 0.86516 4.76785 -0.21212 0.008
C 0.99104 2.03393 -1.85409 0.092
C -3.14434 -1.64942 2.89626 0.001
H 3.35318 2.92730 -2.91906 -0.001
H -1.33114 -5.05251 -2.32900 0.000
H -1.80481 4.72351 0.20424 0.000
H 1.74903 1.48118 4.35593 0.000
H -1.38704 3.35299 -0.86411 0.001
H -3.07488 -3.86141 -1.74254 0.000
H 1.02735 3.04515 3.96652 0.000
H 3.48232 0.77228 3.22928 0.000
H 0.29051 -5.00520 -1.56992 0.001
H -3.25555 -3.83411 0.01976 0.000
H -0.82977 -3.98276 -3.84125 0.000
H 0.16096 -4.05723 1.05409 0.000
H 4.15334 -2.74311 -1.34659 0.000
H 3.60398 4.29539 -4.99600 0.002
H 1.52054 -3.26416 0.05098 0.001
H 3.63819 0.77606 1.46255 0.000
H 1.78326 -3.43569 -1.67562 0.003
H 0.54745 -0.69503 2.73464 0.008
H 2.88343 3.89089 3.08956 0.001
H 4.02168 2.92876 2.14153 0.001
H -1.97695 3.05263 0.79403 0.001
H -1.27416 -3.10094 1.49015 0.000
H 1.63570 -0.94205 -3.10795 0.000
H -2.51500 -2.22326 -3.21614 0.000
H -2.96956 -2.31727 -0.85006 0.000
H 5.61883 -0.70597 -1.72974 0.000
H 0.07013 -2.97413 -4.96061 0.001
H -0.88507 2.61879 -3.60591 0.004
H -0.55758 5.42529 1.98566 0.000
H 0.27211 0.10445 -3.58023 0.002
H -0.67870 4.05365 -5.65586 -0.001
H -0.37769 -1.65293 4.84451 0.001
H 0.23042 1.53271 3.44689 0.003
H -1.80758 -1.31225 -4.57152 0.000
H 1.58159 4.89307 -6.33910 0.010
H 2.82509 3.91055 1.31241 0.002
H 2.32283 -0.14363 2.24430 0.003
H 4.59871 1.57369 -1.32036 0.000
H 0.90212 -1.09509 -4.71444 0.001
H -0.58252 3.85298 2.80258 0.001
H -1.42873 -4.82840 1.13188 0.000
H 1.90762 4.91701 0.09262 0.000
H -3.24117 -0.85765 0.93077 0.000
H -2.00539 -0.52888 -2.98687 0.000
H 0.84159 4.44183 -1.25780 0.003
H -1.06479 -5.78556 -0.75000 0.002
H 0.37765 5.75386 -0.15855 0.000
H 0.92524 -3.69899 -3.59562 0.000
H 2.66232 2.90589 -0.70129 -0.001
H -4.19971 -1.90998 2.88153 0.000
H 0.96694 4.71343 2.51896 0.000
```

Summary:
frontier orbital gap (alpha / beta): 4.8 / 4.4 eV
E_HOMO (alpha / beta): -13.9 / -17.2 eV
energy relative to the best compared isomer or geometry (same formula, charge and spin): 0.0 kcal per mole
net charge: +3
spin multiplicity: 5



[2]
Entry from OMol25: 9 unconnected molecules or ions with the total composition C37H51N7O6 (ωB97M-V/def2-TZVPD).

Geometry as XYZ:
```
101
Properties=species:S:1:pos:R:3:lowdin_charge:R:1
O -30.34872 -6.85020 3.07883 0.071
O -34.96575 -2.16949 1.65857 0.229
O -32.92141 -2.65289 2.28742 0.072
O -33.77341 -0.65488 2.69875 0.050
O -31.19636 -8.75148 2.27448 0.197
O -29.01448 -8.53528 2.52959 0.051
N -31.76754 0.43113 6.50002 0.177
N -29.93226 1.49737 3.09270 0.178
N -22.00100 1.99248 7.79143 0.143
N -27.72023 -3.04011 10.63256 0.070
N -32.37258 -3.17511 9.67724 0.058
N -25.06152 -6.86017 5.87716 0.151
N -29.07423 -2.74141 4.87156 0.064
C -22.67744 -7.43455 8.99922 -0.093
C -22.16635 1.20921 6.96327 -0.228
C -29.01294 -6.34782 3.27039 -0.109
C -27.32423 1.36555 2.84471 -0.186
C -28.14819 -7.60096 3.18859 -0.099
C -28.05506 -3.55103 4.68907 -0.193
C -33.61322 1.51366 5.02449 -0.200
C -31.91012 -2.16205 8.93775 -0.174
C -27.44357 -4.16147 5.77483 -0.097
C -29.58899 -2.58849 6.07677 -0.141
C -25.13981 -7.09491 8.47775 -0.189
C -35.24745 3.35032 4.48538 -0.112
C -31.42330 -0.85235 10.87578 -0.079
C -27.97535 -4.05917 7.02497 -0.072
C -26.95680 0.35678 5.19964 -0.103
C -26.41868 -3.19354 10.38676 -0.161
C -34.47315 2.65576 5.57267 -0.259
C -28.76278 1.45480 2.99707 -0.184
C -25.09422 -6.97675 7.00488 -0.231
C -32.61498 0.91804 5.89331 -0.196
C -26.14833 -4.73521 12.16316 -0.083
C -28.23132 -3.76734 11.59985 -0.152
C -31.51723 -0.95652 9.49685 -0.077
C -24.09182 -8.04409 9.01522 -0.263
C -30.29769 -8.10221 2.60900 -0.617
C -22.48460 0.28033 5.90139 -0.206
C -23.28578 -0.93304 6.31179 -0.278
C -34.00305 -1.85361 2.16339 -0.654
C -27.50808 -4.66609 12.36805 -0.063
C -32.21753 -3.10199 10.97703 -0.180
C -23.82502 -1.74485 5.14090 -0.095
C -31.88223 -1.94354 2.94802 -0.108
C -32.33186 -0.48993 2.76362 -0.133
C -29.08143 -3.24297 7.18489 -0.044
C -31.75699 -1.95533 11.63370 -0.086
C -25.61313 -4.07071 11.07672 -0.089
C -26.56373 1.40014 4.15274 -0.267
H -33.09968 1.79237 4.10616 0.114
H -32.54612 -3.96093 11.55527 0.102
H -27.54334 -3.64749 3.73402 0.110
H -29.28910 -3.61915 11.79727 0.094
H -31.76372 -2.08885 4.02040 0.112
H -22.66697 -1.58838 6.93424 0.113
H -33.77489 3.36316 6.03854 0.113
H -22.74071 -6.50736 9.57034 0.067
H -25.52724 -5.43244 12.71340 0.108
H -21.65005 -0.07898 5.29764 0.126
H -24.58327 -4.25563 10.79764 0.098
H -25.49454 1.24034 3.96863 0.094
H -35.82583 4.20082 4.85468 0.074
H -30.95831 -2.13182 2.41269 0.125
H -31.37461 -0.04227 8.93805 0.072
H -27.95248 -5.19756 13.19851 0.105
H -32.00921 0.08432 1.88389 0.125
H -25.00720 -6.05967 8.82780 0.104
H -27.24383 -7.49063 2.60541 0.128
H -26.18713 -7.31443 8.71826 0.123
H -21.99757 -8.13262 9.47106 0.072
H -30.40874 -1.88136 6.10668 0.073
H -27.02596 -0.62385 4.72981 0.060
H -24.32024 -8.27898 10.06255 0.108
H -24.07231 -9.03588 8.56113 0.113
H -24.47147 -1.05608 4.58020 0.056
H -28.85240 -5.57614 2.50913 0.128
H -34.56693 3.85039 3.78565 0.081
H -23.05957 -2.14607 4.48938 0.078
H -24.14685 -0.71582 6.94768 0.103
H -27.95445 -7.99178 4.18868 0.128
H -31.06369 0.05647 11.34222 0.106
H -27.93992 0.57565 5.64276 0.078
H -26.31970 0.40511 6.08285 0.069
H -32.26398 -2.15745 7.90881 0.097
H -22.38379 -7.20137 7.97854 0.074
H -24.52692 -2.45443 5.56595 0.066
H -31.66237 -1.97868 12.71463 0.100
H -26.53188 -4.72605 5.60322 0.075
H -34.31794 0.72788 4.73233 0.124
H -29.58331 -3.10176 8.13228 0.082
H -27.62569 -4.56195 7.91686 0.096
H -35.91099 2.67596 3.94651 0.080
H -26.61166 2.40391 4.58813 0.116
H -32.01462 0.17014 3.54825 0.042
H -27.20647 0.33816 2.47724 0.128
H -23.06908 0.85708 5.16870 0.116
H -26.88572 2.09192 2.17782 0.121
H -35.10691 2.29176 6.38144 0.114
H -29.01146 -5.78858 4.19820 0.099
H -26.10270 -2.67955 9.48353 0.103
```

Summary:
frontier orbital gap: 9.6 eV
SMILES: O=C1OCCO1.O=C1OCCO1.c1ccncc1.c1ccncc1.c1ccncc1.CCCC#N.CCCC#N.CCCC#N.CCCC#N
E_HOMO: -9.5 eV
energy relative to the best compared isomer or geometry (same formula, charge and spin): 0.0 kcal per mole